1.
ORCA calculation (ωB97M-V with the def2-TZVPD basis set) on a 2-piece molecular cluster, C8H10N2 overall.

Last column: Mulliken charge in e.
Positions of all 20 atoms, in Å:
C  -1.647  -0.315  1.879  -0.64
C  -0.253  -1.000  1.672  -0.72
C  -2.292  -0.513  0.667  -0.29
C  -0.261  -1.489  0.343  -0.36
C  1.434  0.571  -1.885  -0.52
C  0.114  0.409  -2.018  -0.09
C  1.719  1.150  -0.501  -0.27
C  -1.402  -1.078  -0.320  -0.35
N  0.241  1.369  -0.070  -0.13
N  -0.570  0.852  -0.943  -0.34
H  -1.835  0.291  2.696  0.46
H  0.593  -0.840  2.323  0.41
H  -3.274  -0.074  0.312  0.30
H  0.682  -1.955  -0.144  0.34
H  2.212  0.354  -2.570  0.45
H  -0.325  -0.088  -2.970  0.28
H  2.338  0.357  0.024  0.22
H  2.203  2.206  -0.421  0.30
H  -1.562  -1.221  -1.353  0.66
H  -0.011  1.143  0.907  0.31

Computed properties:
LUMO (alpha / beta) = -0.2 / -0.7 eV
gap between HOMO and LUMO (alpha / beta) = 7.28 / 6.64 eV

2.
ORCA calculation (ωB97M-V with the def2-TZVPD basis set) on one molecule with the formula C8H10N2.

Last column: Mulliken charge in e.
Positions of all 20 atoms, in Å:
C  -1.216  -3.229  0.814  0.53
C  -0.947  -2.082  0.669  -2.01
C  -0.867  -0.579  0.431  1.70
C  -1.227  -0.026  -0.946  -0.83
C  0.144  0.175  -1.624  -0.70
C  1.007  0.716  -0.415  -0.84
C  0.446  0.075  0.879  -0.24
C  -0.026  1.084  1.930  -0.77
N  -1.377  0.757  2.200  -0.32
N  -1.865  -0.045  1.463  -0.37
H  -1.617  -4.257  0.937  0.44
H  -1.644  0.979  -0.885  0.34
H  -1.851  -0.791  -1.511  0.37
H  0.033  1.036  -2.349  0.31
H  0.483  -0.686  -2.095  0.42
H  2.017  0.398  -0.648  0.31
H  0.916  1.796  -0.314  0.31
H  1.034  -0.616  1.315  0.68
H  0.463  0.962  2.860  0.34
H  0.016  2.151  1.628  0.33

Computed properties:
LUMO = 0.9 eV
SMILES string = C#C[C@]12CCC[C@H]1CN=N2
gap between HOMO and LUMO = 9.73 eV

3.
ORCA calculation (ωB97M-V with the def2-TZVPD basis set) on one molecule with the formula C8H10N2.

Last column: Mulliken charge in e.
Positions of all 20 atoms, in Å:
C  3.424  0.377  0.058  -0.20
C  3.023  -0.857  0.541  -0.55
C  2.553  1.256  -0.525  -0.74
C  1.741  -1.330  0.385  -0.27
C  1.223  0.802  -0.592  -0.15
C  0.756  -0.414  -0.082  0.18
C  -1.894  1.152  0.612  -0.46
C  -2.750  -0.907  -0.383  -0.83
N  -0.496  -0.878  -0.311  -0.64
N  -1.608  -0.069  -0.004  0.48
H  4.476  0.661  -0.011  0.32
H  3.840  -1.532  0.830  0.30
H  2.755  2.318  -0.861  0.29
H  1.237  -2.271  0.706  0.35
H  0.412  1.327  -1.060  0.48
H  -1.048  1.850  0.432  0.26
H  -2.876  1.503  0.693  0.29
H  -3.666  -0.500  -0.906  0.31
H  -2.374  -1.752  -1.069  0.29
H  -3.240  -1.402  0.550  0.29

Computed properties:
LUMO (alpha / beta) = 0.0 / 0.1 eV
gap between HOMO and LUMO (alpha / beta) = 7.51 / 7.58 eV

What is the least stable structure shown above? It is 1.